No. 1
Entry from the Open Molecules 2025 dataset: one molecule with the formula C4H6ClNO in a non-equilibrium geometry (the ωB97M-V functional and the def2-TZVPD basis).

Each line ends with the Mulliken charge.
Cartesian coordinates (Å):
O -1.061 -1.302 1.663  -0.4958
C -1.178 -0.122 1.207  -0.3219
C -0.484 0.406 0.088  1.2199
Cl -1.154 1.775 -0.407  -0.2280
C 1.163 0.278 0.374  -0.5955
N 1.354 -0.635 -0.818  -0.5060
C -0.250 -0.599 -1.120  -0.7628
H -1.851 0.827 1.704  0.1701
H 1.644 1.270 0.226  0.3079
H 1.247 -0.149 1.474  0.2898
H 1.656 -0.028 -1.469  0.2814
H -0.618 -1.477 -0.681  0.3316
H -0.468 -0.244 -2.241  0.3093

- Kohn-Sham gap (eV) = 9.862
- SMILES = O=CC1(Cl)CNC1
- net charge = 0
- energy relative to the best compared isomer or geometry (same formula, charge and spin) (kcal per mole) = 101.5

***

No. 2
Entry from the Open Molecules 2025 dataset: one molecule with the formula C21H23N3O2 (the ωB97M-V functional and the def2-TZVPD basis).

Each line ends with the Mulliken charge.
Cartesian coordinates (Å):
C 6.806 1.600 -1.164  -0.9866
N 5.453 1.757 -0.673  -0.0609
C 5.229 3.111 -0.209  -1.0047
C 5.122 0.788 0.358  -0.5844
C 5.064 -0.641 -0.188  -0.4929
C 4.304 -1.583 0.748  -1.0415
N 2.878 -1.368 0.697  -0.1415
C 2.010 -2.314 0.267  0.2465
O 2.350 -3.450 -0.003  -0.6675
C 0.590 -1.861 0.184  0.8047
C -0.414 -2.782 0.468  -0.7043
C -1.743 -2.420 0.391  -0.6181
C -2.105 -1.128 0.015  0.3536
C -3.519 -0.735 -0.065  0.3865
C -4.454 -1.630 -0.623  -1.1734
C -5.782 -1.295 -0.714  0.1956
O -6.689 -2.133 -1.251  -0.6843
C -6.223 -0.032 -0.232  0.9626
N -7.537 0.246 -0.345  -0.6776
C -7.966 1.399 0.091  -0.3681
C -7.130 2.367 0.672  -0.5217
C -5.792 2.102 0.792  -0.5867
C -5.285 0.868 0.333  0.9146
C -3.932 0.493 0.402  -1.0619
C -1.097 -0.214 -0.290  -0.7244
C 0.234 -0.574 -0.208  -0.8092
H 6.919 0.620 -1.619  0.2966
H 6.994 2.354 -1.927  0.3640
H 7.560 1.712 -0.368  0.3403
H 4.186 3.225 0.085  0.2973
H 5.434 3.804 -1.024  0.3610
H 5.866 3.381 0.648  0.3540
H 4.136 1.064 0.744  0.4007
H 5.834 0.831 1.204  0.2207
H 4.572 -0.626 -1.162  0.3191
H 6.073 -1.031 -0.320  0.4168
H 4.459 -2.622 0.446  0.4142
H 4.661 -1.457 1.777  0.3737
H 2.535 -0.448 0.919  0.2064
H -0.128 -3.784 0.751  0.4444
H -2.511 -3.138 0.637  0.5124
H -4.128 -2.583 -1.008  0.5767
H -7.548 -1.677 -1.206  0.3873
H -9.027 1.581 -0.019  0.4011
H -7.550 3.301 1.013  0.3916
H -5.116 2.822 1.233  0.4168
H -3.224 1.175 0.850  0.5498
H -1.364 0.779 -0.620  0.5225
H 0.992 0.144 -0.488  0.4782

- Kohn-Sham gap (eV) = 8.228
- SMILES = CN(C)CCCNC(=O)c1ccc(-c2cc(O)c3ncccc3c2)cc1
- net charge = 0
- energy relative to the best compared isomer or geometry (same formula, charge and spin) (kcal per mole) = 15.2

***

No. 3
Entry from the Open Molecules 2025 dataset: one molecule with the formula C9H16O2 in a non-equilibrium geometry (the ωB97M-V functional and the def2-TZVPD basis).

Each line ends with the Mulliken charge.
Cartesian coordinates (Å):
C -0.204 1.145 2.605  -2.0087
C 0.628 0.416 1.572  2.1624
C 1.579 1.278 0.663  -1.6654
C 1.569 -0.424 2.483  -1.7261
C -0.308 -0.416 0.687  -0.0393
O -0.779 -1.403 1.207  -0.6159
C -0.826 -0.040 -0.711  0.0650
C -2.170 -0.804 -1.191  -0.8567
C -0.911 -0.954 -1.954  0.0411
C -0.757 -0.423 -3.347  -0.8259
O 0.613 -0.341 -3.863  -0.5276
H -1.058 0.587 2.997  0.3720
H -0.506 1.967 2.069  0.5283
H 0.274 1.492 3.449  0.4803
H 1.033 1.733 -0.160  0.3329
H 2.373 0.728 0.191  0.4079
H 2.145 2.031 1.170  0.4517
H 2.414 0.239 2.803  0.4110
H 2.028 -1.197 1.886  0.4303
H 1.188 -0.939 3.390  0.3189
H -0.719 1.074 -1.017  0.2701
H -2.555 -1.637 -0.543  0.2479
H -2.990 -0.150 -1.483  0.2709
H -0.465 -1.929 -1.768  0.4183
H -1.254 -1.275 -3.842  0.3394
H -1.353 0.457 -3.551  0.3955
H 1.011 -1.214 -3.741  0.3219

- Kohn-Sham gap (eV) = 10.222
- SMILES = CC(C)(C)C(=O)[C@@H]1C[C@H]1CO
- net charge = 0
- energy relative to the best compared isomer or geometry (same formula, charge and spin) (kcal per mole) = 27.0

***

No. 4
Entry from the Open Molecules 2025 dataset: a 3-piece molecular cluster, C17H35BrI2NO7S overall in a non-equilibrium geometry (the ωB97M-V functional and the def2-TZVPD basis).

Each line ends with the Mulliken charge.
Cartesian coordinates (Å):
C 1.325 -1.248 -1.278  -0.8051
C 0.406 -1.177 0.072  -0.6145
C -0.386 0.231 0.335  -0.4942
Br 0.915 1.708 0.016  0.1081
N -1.777 0.364 -0.181  0.9817
O -2.436 -0.711 0.384  -0.4546
C -2.439 1.540 0.500  -0.3897
C -2.838 2.845 -0.375  -0.5115
C -1.670 4.035 -0.437  -0.3265
S -2.449 5.738 -0.599  -0.2114
C -2.069 0.158 -1.634  -1.1988
I -1.019 1.374 -3.109  0.2626
C -2.124 -1.385 -2.183  -0.3384
C -1.632 -1.603 -3.739  -1.2032
I -4.255 -2.076 -2.229  0.1198
H 0.811 -0.912 -2.268  0.0126
H 1.603 -2.399 -1.429  0.3192
H 2.370 -0.718 -1.071  0.3580
H -0.277 -2.149 0.191  0.2442
H 1.183 -1.276 0.976  0.3797
H -0.481 0.253 1.532  0.5348
H -2.425 -0.656 1.376  0.4122
H -3.468 1.200 1.010  0.2700
H -1.806 1.961 1.423  0.3328
H -3.260 2.653 -1.449  0.2710
H -3.734 3.374 0.214  0.4307
H -0.902 3.856 -1.310  0.0594
H -1.071 4.033 0.592  0.2271
H -3.012 5.880 -1.899  0.1535
H -3.214 0.496 -1.759  0.6227
H -1.576 -2.190 -1.553  0.3372
H -0.480 -1.515 -3.913  0.3301
H -1.890 -2.746 -3.981  0.4167
H -2.284 -0.998 -4.535  0.3993
C 7.055 1.588 -4.364  -1.0815
C 6.756 1.368 -2.892  -0.1371
O 5.939 2.426 -2.375  -0.3651
C 4.618 2.345 -2.673  0.7608
O 4.080 1.462 -3.322  -0.5777
O 4.000 3.433 -2.148  -0.3520
C 2.613 3.519 -2.466  -0.2322
H 7.482 2.583 -4.526  0.2964
H 7.757 0.835 -4.734  0.3602
H 6.143 1.533 -4.966  0.2967
H 7.693 1.386 -2.325  0.2930
H 6.290 0.392 -2.714  0.2756
H 2.085 2.595 -2.206  -0.2033
H 2.489 3.749 -3.528  0.3344
H 2.181 4.336 -1.881  0.2933
C -3.648 -4.472 3.900  -1.2213
C -2.385 -3.727 3.502  0.1461
O -2.081 -2.698 4.452  -0.3052
C -1.494 -3.115 5.601  0.7028
O -1.201 -4.267 5.882  -0.5383
O -1.311 -2.033 6.399  -0.3233
C -0.779 -2.345 7.683  -0.6308
H -4.474 -3.771 4.059  0.3122
H -3.933 -5.191 3.127  0.3736
H -3.507 -5.015 4.840  0.3205
H -2.544 -3.233 2.538  0.0026
H -1.535 -4.408 3.379  0.3444
H 0.136 -2.941 7.603  0.2995
H -1.532 -2.870 8.279  0.2907
H -0.533 -1.406 8.186  0.2294

- Kohn-Sham gap (eV) = 8.275
- net charge = +1

***

Number 1: total energy -20301.4750 eV. Number 2: total energy -30716.5560 eV. Number 3: total energy -13685.1334 eV. Number 4: total energy -131085.1427 eV.